8
Properties=species:S:1:pos:R:3:forces:R:3 method="wB97M-V/def2-TZVPD" gap_ev=7.1426 relative_energy_ev=2.360 largest_force_ev_per_a=3.34 charge=-1 e_homo_ev=-3.075 multiplicity=1
C 0.0966 1.6887 -0.3510 1.2 2.1 -0.3
C 1.9256 -0.7537 0.7027 1.2 -1.3 -2.4
C -1.3506 -0.4109 0.0151 -0.5 1.0 -0.1
O 2.3613 -1.1842 -0.2760 -0.9 1.1 2.5
O -2.4748 -0.4392 0.4005 -1.7 -0.1 1.0
O -0.9651 1.0703 -0.3187 -2.5 0.6 -0.6
O -0.4821 -1.1258 -0.3405 2.4 -2.3 -0.5
H 0.8891 1.1548 0.1678 0.8 -1.0 0.4